(1)
DFT (wB97M-V/def2-TZVPD) results for the molecule C2H2N2O.

Orbital gap, eV: 8.76
LUMO, eV: -1.28
HOMO, eV: -10.05
ΔE to the lowest compared entry with this formula, charge and spin, kcal/mol: 116.13

Each line ends with the natural charge from an NBO analysis.
Element x y z (Å)
O (-0.84, -1.34, 1.53)  -0.48
C (-0.03, -0.60, 1.04)  0.29
C (-0.50, 0.69, 0.53)  0.25
N (-0.89, 0.67, -0.68)  -0.13
N (-0.12, 0.96, -1.64)  -0.36
H (1.06, -0.81, 0.99)  0.15
H (0.75, 1.20, -1.13)  0.28

***

(2)
DFT (wB97M-V/def2-TZVPD) results for a structure of composition C23H34N3O5S4SiTi.

Orbital gap (alpha / beta), eV: 5.42 / 5.85
Multiplicity: 2
LUMO (alpha / beta), eV: 4.06 / 4.06
HOMO (alpha / beta), eV: -1.35 / -1.78
ΔE to the lowest compared entry with this formula, charge and spin, kcal/mol: 15.23
Total charge: -2

Each line ends with the Löwdin spin population.
Element x y z (Å)
Ti (0.60, -0.35, 0.57)  0.93
C (-3.36, 3.22, -1.12)  0.00
C (-1.95, 3.01, -1.69)  0.00
C (-0.95, 3.87, -0.93)  0.00
C (-1.92, 3.37, -3.17)  0.00
O (-1.55, 1.66, -1.45)  0.00
Si (-1.74, 0.27, -2.33)  0.00
S (-0.95, -1.33, -1.29)  0.01
O (-1.19, 0.43, -3.89)  0.00
C (0.09, 0.17, -4.49)  0.00
C (0.08, 0.96, -5.79)  0.00
C (0.23, -1.32, -4.79)  0.00
C (1.22, 0.65, -3.59)  0.00
O (-3.40, 0.23, -2.54)  0.00
C (-4.22, -0.56, -3.40)  0.00
C (-5.54, -0.73, -2.67)  0.00
C (-4.42, 0.21, -4.70)  0.00
C (-3.60, -1.93, -3.69)  0.00
H (-3.72, 4.22, -1.39)  0.00
H (-3.35, 3.13, -0.03)  0.00
H (-4.03, 2.47, -1.54)  0.00
H (-1.24, 4.93, -0.98)  0.00
H (0.05, 3.76, -1.36)  0.00
H (-0.91, 3.57, 0.12)  0.00
H (-2.18, 4.42, -3.30)  0.00
H (-2.62, 2.75, -3.74)  0.00
H (-0.91, 3.20, -3.57)  0.00
H (-0.78, 0.66, -6.40)  0.00
H (1.00, 0.77, -6.36)  0.00
H (0.00, 2.03, -5.59)  0.00
H (-0.53, -1.63, -5.51)  0.00
H (0.10, -1.89, -3.86)  0.00
H (1.22, -1.53, -5.20)  0.00
H (1.09, 1.69, -3.29)  0.00
H (2.18, 0.56, -4.12)  0.00
H (1.28, 0.05, -2.69)  0.00
H (-5.97, 0.24, -2.44)  0.00
H (-5.38, -1.27, -1.74)  0.00
H (-6.25, -1.30, -3.29)  0.00
H (-4.93, 1.16, -4.50)  0.00
H (-5.03, -0.37, -5.41)  0.00
H (-3.45, 0.42, -5.15)  0.00
H (-3.27, -2.40, -2.76)  0.00
H (-2.73, -1.83, -4.34)  0.00
H (-4.34, -2.58, -4.18)  0.00
O (2.69, 2.35, -1.42)  0.01
C (2.22, 1.99, -0.36)  0.01
O (1.34, 1.03, -0.29)  0.00
C (2.53, 2.73, 0.91)  0.00
C (3.26, 3.91, 0.75)  0.00
C (3.44, 4.81, 1.78)  0.00
C (2.86, 4.53, 3.02)  0.00
C (2.18, 3.35, 3.21)  0.00
C (2.01, 2.39, 2.18)  0.00
S (1.28, 0.87, 2.63)  0.00
H (3.67, 4.10, -0.23)  0.00
H (4.00, 5.72, 1.63)  0.00
H (2.95, 5.24, 3.84)  0.00
H (1.75, 3.11, 4.18)  0.00
S (0.14, -2.29, 2.14)  0.00
C (1.81, -2.67, 2.50)  0.00
C (2.06, -3.36, 3.74)  0.00
N (2.22, -3.93, 4.73)  0.00
C (2.84, -2.39, 1.66)  0.01
S (2.64, -1.62, 0.11)  0.01
C (4.17, -2.82, 2.00)  0.00
N (5.24, -3.18, 2.24)  0.00
N (-1.45, 0.27, 1.30)  0.01
H (-1.42, 0.58, 2.26)  0.00
H (-2.01, -0.57, 1.22)  0.00
H (-1.81, 0.98, 0.68)  0.00

***

(3)
DFT (wB97M-V/def2-TZVPD) results for a structure of composition C40H37AsInN4O5.

Orbital gap, eV: 7.27
LUMO, eV: 2.38
HOMO, eV: -4.89
ΔE to the lowest compared entry with this formula, charge and spin, kcal/mol: 0.00
Total charge: -1

Each line ends with the Mulliken charge.
Element x y z (Å)
In (0.57, 0.24, -2.14)  1.78
O (3.80, 2.82, -0.85)  -0.81
C (2.87, 2.20, -1.36)  0.09
O (2.32, 1.13, -0.94)  -0.66
C (2.28, 2.75, -2.66)  0.71
C (2.86, 3.78, -3.39)  -0.86
C (2.28, 4.13, -4.60)  -0.33
C (1.16, 3.45, -5.06)  -0.76
C (0.65, 2.43, -4.27)  0.50
N (1.19, 2.14, -3.10)  0.22
C (-0.53, 1.55, -4.69)  -0.03
O (-1.10, 1.81, -5.74)  -0.80
O (-0.80, 0.60, -3.87)  -0.49
H (3.74, 4.27, -3.00)  0.58
H (2.71, 4.93, -5.20)  0.42
H (0.70, 3.66, -6.01)  0.55
O (2.25, -0.46, -3.28)  -0.57
C (2.86, -1.60, -3.30)  0.16
C (4.26, -1.63, -3.52)  -0.74
C (4.97, -2.81, -3.58)  -0.49
C (4.32, -4.04, -3.43)  -0.86
C (2.96, -4.04, -3.21)  -0.90
C (2.21, -2.86, -3.14)  0.63
C (0.78, -2.91, -2.93)  0.71
N (-0.02, -1.91, -2.58)  0.12
C (-1.30, -2.39, -2.52)  -0.23
C (-1.30, -3.71, -2.84)  -1.08
N (0.02, -4.02, -3.10)  -0.01
H (4.76, -0.68, -3.62)  0.45
H (6.04, -2.79, -3.73)  0.39
H (4.87, -4.97, -3.46)  0.37
H (2.46, -5.00, -3.06)  0.28
H (-2.12, -1.75, -2.26)  0.37
H (-2.09, -4.43, -2.90)  0.44
H (0.37, -4.92, -3.38)  0.15
C (-3.54, 5.08, 3.29)  -1.61
C (-2.63, 3.96, 2.87)  0.67
C (-1.69, 4.12, 1.86)  -1.07
C (-0.85, 3.09, 1.48)  0.60
C (0.13, 3.38, 0.37)  -1.64
C (-0.93, 1.82, 2.10)  0.29
As (0.43, 0.56, 1.28)  1.51
N (-0.50, 0.21, -0.27)  0.04
C (-1.89, 0.10, -0.28)  1.00
C (-2.61, -0.51, 0.75)  0.06
C (-3.99, -0.63, 0.71)  -1.04
C (-4.71, -0.15, -0.38)  -0.98
C (-4.02, 0.46, -1.41)  -0.45
C (-2.64, 0.58, -1.37)  -0.72
C (0.48, -1.09, 2.45)  -0.73
C (0.20, -2.41, 2.08)  0.85
C (-0.29, -2.79, 0.71)  -1.33
C (0.41, -3.45, 2.99)  -0.72
C (0.94, -3.22, 4.25)  0.75
C (1.14, -4.35, 5.23)  -1.66
C (1.30, -1.92, 4.58)  -0.96
C (1.10, -0.87, 3.70)  0.95
C (1.54, 0.51, 4.12)  -1.67
C (-1.88, 1.66, 3.12)  1.88
C (-2.13, 0.39, 3.91)  -1.99
C (-2.70, 2.72, 3.48)  -0.97
H (-3.37, 5.98, 2.69)  0.35
H (-3.37, 5.34, 4.34)  0.33
H (-4.59, 4.79, 3.20)  0.33
H (-1.61, 5.08, 1.36)  0.27
H (0.15, 4.45, 0.15)  0.50
H (-0.15, 2.85, -0.55)  0.05
H (1.14, 3.06, 0.63)  0.33
H (-2.08, -0.92, 1.60)  0.39
H (-4.51, -1.13, 1.52)  0.43
H (-5.79, -0.24, -0.41)  0.36
H (-4.56, 0.85, -2.27)  0.46
H (-2.12, 1.06, -2.19)  0.33
H (0.17, -2.17, -0.06)  -0.35
H (-1.37, -2.68, 0.62)  0.38
H (-0.04, -3.84, 0.50)  0.51
H (0.17, -4.46, 2.69)  0.31
H (0.82, -5.30, 4.80)  0.34
H (0.57, -4.18, 6.14)  0.34
H (2.19, -4.44, 5.50)  0.35
H (1.76, -1.73, 5.55)  0.35
H (1.99, 0.49, 5.11)  0.43
H (0.71, 1.21, 4.12)  0.22
H (2.28, 0.89, 3.41)  0.35
H (-1.51, -0.43, 3.59)  -0.19
H (-3.18, 0.10, 3.81)  0.46
H (-1.94, 0.57, 4.97)  0.60
H (-3.43, 2.57, 4.27)  0.38